1.
This record from the Open Molecules 2025 dataset describes a single C2H5NS2 molecule. The level of theory is ωB97M-V/def2-TZVPD.

Each line ends with the Mulliken charge.
Atoms and positions in Å:
C: -1.179 -0.112 0.061  0.218
C: 0.907 0.759 -0.488  -0.304
N: -0.467 0.799 -0.423  -0.389
S: -2.890 -0.169 0.093  -0.213
S: 1.764 -0.711 0.370  -0.281
H: -0.717 -1.123 0.486  0.108
H: 1.392 0.649 -1.485  0.279
H: 1.421 1.506 0.029  0.287
H: -3.019 -1.595 0.436  0.174
H: 2.789 -0.001 0.923  0.121

calculated total energy: -25314.07820 eV
Kohn-Sham gap: 9.674 eV
structure (SMILES): S/C=N/CS
2S+1: 1

2.
This record from the Open Molecules 2025 dataset describes a single C2H5NS3 molecule. The level of theory is ωB97M-V/def2-TZVPD.

Each line ends with the Mulliken charge.
Atoms and positions in Å:
C: 1.118 1.701 0.999  -0.804
C: -0.126 -0.501 -0.132  0.548
H: 0.914 2.820 1.108  0.283
H: 0.999 1.025 2.071  0.256
H: 2.254 1.621 0.880  0.307
H: -1.124 -0.311 -1.835  0.231
H: -2.652 -2.667 -1.006  0.125
N: -0.687 -0.980 -1.302  -0.313
S: -0.086 1.190 -0.309  -0.100
S: 0.512 -1.370 1.028  -0.368
S: -1.120 -2.528 -1.503  -0.165

calculated total energy: -36148.73005 eV
Kohn-Sham gap: 8.766 eV
structure (SMILES): CSC(=S)NS
2S+1: 1

3.
This record from the Open Molecules 2025 dataset describes 2 unconnected molecules or ions with the total composition C2H5NS3. The level of theory is ωB97M-V/def2-TZVPD.

Each line ends with the Mulliken charge.
Atoms and positions in Å:
C: -0.589 -1.663 0.507  0.365
C: 0.925 -0.091 1.716  -0.493
N: -0.167 -0.910 1.322  -0.174
S: -1.188 -2.782 -0.362  -0.400
S: -1.416 1.626 -1.748  -0.149
S: 0.536 1.169 -2.148  -0.158
H: 1.651 -0.603 2.339  0.301
H: 1.307 0.400 0.718  0.160
H: 0.594 0.640 2.377  0.241
H: -2.028 0.595 -1.343  0.132
H: 0.376 1.618 -3.377  0.175

calculated total energy: -36149.66227 eV
Kohn-Sham gap: 9.411 eV
structure (SMILES): CN=C=S.SS
2S+1: 1

4.
This record from the Open Molecules 2025 dataset describes a molecular structure, C2H5NS3. The level of theory is ωB97M-V/def2-TZVPD.

Each line ends with the Mulliken charge.
Atoms and positions in Å:
C: 1.191 -2.386 -1.188  -0.795
C: 0.140 -0.015 -0.236  0.502
H: 1.924 -3.204 -0.952  0.321
H: 0.110 -2.739 -1.092  0.274
H: 1.171 -1.870 -2.246  0.272
H: 0.960 0.598 1.420  0.251
H: -2.276 1.294 0.718  0.149
N: 0.285 0.858 0.828  -0.383
S: 1.444 -1.068 -0.051  -0.096
S: -1.319 -0.056 -1.171  -0.361
S: -0.867 2.019 1.528  -0.135

calculated total energy: -36148.22394 eV
Kohn-Sham gap: 8.862 eV
2S+1: 1

5.
This record from the Open Molecules 2025 dataset describes a molecular structure, C2H5NSi. The level of theory is ωB97M-V/def2-TZVPD.

Each line ends with the Mulliken charge.
Atoms and positions in Å:
C: 2.762 0.280 -0.170  0.021
C: 1.820 -0.379 0.094  -0.483
N: 0.107 -1.124 -0.085  -0.243
Si: -1.037 0.150 -0.177  0.328
H: 3.731 0.575 -0.408  0.381
H: 0.233 -1.983 0.398  0.259
H: -0.473 0.821 -1.355  -0.077
H: -1.385 0.927 1.031  -0.090
H: -2.201 -0.628 -0.666  -0.096

calculated total energy: -11517.89741 eV
Kohn-Sham gap: 10.114 eV
2S+1: 1

6.
This record from the Open Molecules 2025 dataset describes a single C2H5NSi molecule. The level of theory is ωB97M-V/def2-TZVPD.

Each line ends with the Mulliken charge.
Atoms and positions in Å:
C: -2.825 0.193 -0.070  -0.500
C: -1.623 -0.038 -0.033  0.091
N: -0.482 -0.643 -0.043  -0.267
Si: 1.121 0.138 -0.127  0.281
H: -3.686 0.739 0.220  0.319
H: -0.385 -1.596 0.447  0.307
H: 1.522 0.256 1.345  -0.065
H: 1.046 1.458 -0.757  -0.081
H: 1.952 -0.813 -0.746  -0.086

calculated total energy: -11520.21338 eV
Kohn-Sham gap: 9.164 eV
structure (SMILES): C#CN[SiH3]
2S+1: 1

How do the records compare in maximum force? In the order shown, they have 3.781 4.169 3.100 5.529 8.158 4.440 eV/Å.
How do the records compare in LUMO? In the order shown, they have 0.5 0.1 0.3 0.1 0.2 0.7 eV.